Record 1
ORCA calculation (ωB97M-V with the def2-TZVPD basis set) on 2 unconnected molecules or ions with the total composition C5H14.

Values from the calculation:
- total charge = 0
- ΔE to the lowest compared entry with this formula, charge and spin (eV) = 0.8514
- gap between HOMO and LUMO (eV) = 12.37
- DFT total energy (Ha) = -198.8579

Each line ends with the Löwdin charge.
CARTESIAN COORDINATES (ANGSTROEM)
C1 1.446 0.907 -0.685  -0.131
C2 0.283 1.535 0.114  -0.279
C3 0.851 2.496 1.221  -0.102
H1 1.133 0.810 -1.725  0.062
H2 2.414 1.425 -0.664  0.062
H3 1.707 -0.102 -0.361  0.059
H4 -0.426 2.078 -0.502  0.089
H5 -0.252 0.678 0.524  0.066
H6 0.562 2.235 2.237  0.063
H7 1.886 2.674 0.961  0.050
H8 0.400 3.483 1.038  0.061
C4 -0.938 -2.377 -0.919  -0.182
C5 -1.571 -2.214 0.474  -0.154
H9 -1.252 -3.368 -1.260  0.059
H10 -1.341 -1.606 -1.595  0.060
H11 0.110 -2.196 -1.180  0.053
H12 -2.618 -1.987 0.323  0.065
H13 -1.104 -1.367 0.976  0.039
H14 -1.291 -3.105 1.024  0.060

***

Record 2
ORCA calculation (ωB97M-V with the def2-TZVPD basis set) on a molecular structure, C26H19N2O7PRuS.

Values from the calculation:
- total charge = +1
- ΔE to the lowest compared entry with this formula, charge and spin (eV) = 4.1038
- gap between HOMO and LUMO (spin up / spin down) (eV) = 5.68 / 6.38
- DFT total energy (Ha) = -2472.5433
- 2S+1 = 2
- expectation value of S² = 1.129

Each line ends with the Löwdin spin population.
CARTESIAN COORDINATES (ANGSTROEM)
Ru1 0.911 0.310 0.953  -0.106
O1 5.338 0.529 -0.056  0.002
C1 4.139 0.335 0.426  0.003
O2 3.440 -0.572 -0.131  0.006
C2 3.800 1.133 1.606  0.000
C3 4.748 1.917 2.237  0.000
C4 4.366 2.596 3.394  0.001
C5 3.080 2.452 3.864  0.000
C6 2.185 1.646 3.158  0.000
N1 2.552 1.021 2.053  0.000
C7 0.745 1.423 3.614  0.001
O3 0.389 1.930 4.648  -0.002
O4 0.029 0.711 2.796  0.022
H1 5.498 -0.022 -0.842  0.000
H2 5.749 1.996 1.847  0.000
H3 5.079 3.221 3.912  0.000
H4 2.720 2.939 4.758  0.000
O5 0.686 2.522 0.461  -0.026
S1 0.698 2.481 -1.021  0.000
O6 1.153 3.680 -1.653  0.010
O7 1.398 1.237 -1.416  0.068
C8 -1.012 2.240 -1.470  -0.001
C9 -1.635 3.269 -2.154  0.000
C10 -2.979 3.167 -2.492  0.000
C11 -3.701 2.043 -2.137  0.000
C12 -3.079 1.009 -1.450  0.000
C13 -1.730 1.087 -1.116  0.000
P1 -0.950 -0.299 -0.243  0.028
C14 -0.381 -1.429 -1.501  0.259
C15 -0.607 -1.300 -2.857  0.003
C16 -0.228 -2.308 -3.732  0.311
C17 0.383 -3.503 -3.253  0.011
C18 0.708 -3.643 -1.954  0.193
C19 0.493 -2.533 -0.975  0.057
C20 -2.252 -1.222 0.599  0.009
C21 -2.567 -0.865 1.910  -0.001
C22 -3.588 -1.528 2.571  0.001
C23 -4.284 -2.548 1.938  -0.001
C24 -3.966 -2.909 0.636  0.000
C25 -2.955 -2.244 -0.038  0.004
H5 -1.060 4.145 -2.413  0.000
H6 -3.459 3.977 -3.024  0.000
H7 -4.749 1.964 -2.387  0.000
H8 -3.654 0.140 -1.164  0.000
H9 -1.136 -0.434 -3.232  -0.005
H10 -0.452 -2.214 -4.785  0.017
H11 0.581 -4.307 -3.946  -0.005
H12 1.174 -4.547 -1.588  0.010
H13 0.098 -2.903 -0.015  0.013
H14 -2.007 -0.085 2.414  0.000
H15 -3.834 -1.251 3.586  0.000
H16 -5.077 -3.064 2.461  0.000
H17 -4.509 -3.703 0.144  0.000
H18 -2.722 -2.518 -1.058  0.002
N2 1.836 -1.970 -0.698  0.071
C26 1.988 -0.875 0.059  0.041
H19 2.609 -2.328 -1.240  0.003

***

Record 3
ORCA calculation (ωB97M-V with the def2-TZVPD basis set) on 7 unconnected molecules or ions with the total composition C40H48BN12O4S.

Values from the calculation:
- total charge = +1
- gap between HOMO and LUMO (eV) = 8.06
- DFT total energy (Ha) = -2933.7333

Each line ends with the Löwdin charge.
CARTESIAN COORDINATES (ANGSTROEM)
C1 0.313 -0.323 -0.474  0.011
B1 -0.773 0.459 -1.319  -0.491
O1 -1.048 1.804 -1.158  0.169
N1 -1.631 -0.276 -2.358  0.221
C2 -1.170 -0.297 -3.602  -0.292
N2 0.031 0.325 -3.879  0.235
C3 0.146 0.134 -5.223  -0.182
C4 1.365 0.735 -5.955  -0.109
O2 2.342 1.105 -5.010  -0.125
O3 3.023 -0.049 -4.649  -0.007
N3 -0.902 -0.555 -5.688  0.155
N4 -1.776 -0.857 -4.681  0.015
C5 -3.053 -1.568 -4.853  -0.106
C6 -3.464 -2.452 -3.647  -0.163
C7 -4.675 -3.371 -4.139  -0.203
C8 -6.000 -2.785 -3.509  -0.438
S1 -6.524 -1.200 -4.276  0.997
C9 -5.712 0.159 -3.468  -0.579
N5 -5.850 0.635 -2.234  0.020
N6 -5.071 1.677 -1.993  0.042
C10 -4.394 1.962 -3.123  -0.111
O4 -4.784 1.027 -4.006  -0.035
H1 0.386 0.159 0.522  0.069
H2 1.285 -0.357 -1.011  0.074
H3 -0.037 -1.366 -0.316  0.075
H4 -1.940 1.980 -1.502  0.088
H5 -2.508 -0.675 -2.049  0.131
H6 1.027 1.696 -6.414  0.155
H7 1.757 0.116 -6.786  0.145
H8 2.522 -0.491 -3.936  0.104
H9 -1.069 -0.809 -6.657  0.195
H10 -2.922 -2.252 -5.726  0.140
H11 -3.832 -0.841 -5.158  0.104
H12 -2.664 -3.119 -3.273  0.129
H13 -3.907 -1.843 -2.825  0.085
H14 -4.565 -4.424 -3.822  0.119
H15 -4.781 -3.230 -5.233  0.098
H16 -5.857 -2.606 -2.420  0.095
H17 -6.850 -3.489 -3.613  0.060
H18 -3.675 2.775 -3.276  0.147
N7 3.902 -0.350 0.779  0.045
C11 4.664 -1.385 1.144  -0.162
C12 4.729 -1.878 2.438  -0.063
C13 3.963 -1.259 3.413  -0.071
C14 3.166 -0.182 3.059  -0.080
C15 3.172 0.229 1.736  -0.177
H19 5.248 -1.833 0.346  0.091
H20 5.363 -2.723 2.678  0.076
H21 3.986 -1.612 4.436  0.109
H22 2.556 0.326 3.792  0.098
H23 2.562 1.066 1.410  0.095
N8 4.850 1.586 5.534  0.054
C16 5.522 2.609 5.000  -0.153
C17 5.501 3.897 5.510  -0.071
C18 4.734 4.143 6.637  -0.077
C19 4.025 3.098 7.208  -0.073
C20 4.118 1.846 6.621  -0.159
H24 6.106 2.368 4.117  0.102
H25 6.069 4.687 5.037  0.099
H26 4.689 5.137 7.066  0.108
H27 3.415 3.251 8.088  0.102
H28 3.584 0.997 7.034  0.101
N9 -8.943 -2.998 -2.865  0.034
C21 -9.576 -1.833 -3.020  -0.164
C22 -10.899 -1.625 -2.660  -0.059
C23 -11.605 -2.683 -2.110  -0.067
C24 -10.967 -3.901 -1.941  -0.063
C25 -9.643 -4.005 -2.331  -0.142
H29 -8.989 -1.037 -3.456  0.047
H30 -11.363 -0.659 -2.806  0.106
H31 -12.640 -2.560 -1.817  0.111
H32 -11.484 -4.750 -1.516  0.107
H33 -9.100 -4.937 -2.215  0.106
N10 7.101 -4.730 2.579  0.054
C26 7.873 -5.715 3.043  -0.147
C27 8.326 -6.770 2.265  -0.070
C28 7.954 -6.808 0.931  -0.079
C29 7.151 -5.797 0.429  -0.071
C30 6.757 -4.786 1.291  -0.154
H34 8.135 -5.644 4.092  0.105
H35 8.953 -7.541 2.694  0.103
H36 8.286 -7.616 0.291  0.106
H37 6.839 -5.791 -0.607  0.101
H38 6.131 -3.970 0.944  0.076
N11 9.871 5.830 5.525  0.055
C31 9.874 6.983 4.850  -0.156
C32 9.631 7.080 3.489  -0.077
C33 9.375 5.916 2.784  -0.086
C34 9.369 4.708 3.463  -0.082
C35 9.621 4.721 4.826  -0.162
H39 10.082 7.866 5.444  0.103
H40 9.643 8.043 2.995  0.101
H41 9.182 5.949 1.718  0.104
H42 9.174 3.777 2.947  0.099
H43 9.623 3.801 5.401  0.103
N12 -7.528 3.502 2.763  0.053
C36 -6.669 3.837 1.798  -0.156
C37 -6.601 3.196 0.571  -0.090
C38 -7.468 2.147 0.329  -0.095
C39 -8.368 1.779 1.316  -0.075
C40 -8.358 2.487 2.508  -0.156
H44 -6.006 4.664 2.034  0.101
H45 -5.887 3.512 -0.177  0.076
H46 -7.438 1.629 -0.620  0.069
H47 -9.062 0.962 1.165  0.098
H48 -9.045 2.238 3.310  0.102

***

Record 4
ORCA calculation (ωB97M-V with the def2-TZVPD basis set) on a molecular structure, C63H73FeGeO5SSe.

Values from the calculation:
- total charge = -1
- gap between HOMO and LUMO (spin up / spin down) (eV) = 3.94 / 3.94
- DFT total energy (Ha) = -8960.8177

Each line ends with the Löwdin charge.
CARTESIAN COORDINATES (ANGSTROEM)
Fe1 0.814 -0.814 -1.371  0.452
C1 0.895 -6.666 3.112  -0.050
C2 -0.462 -6.509 2.411  -0.560
C3 -0.607 -7.576 1.316  -0.050
C4 -1.559 -6.728 3.457  -0.068
C5 -0.542 -5.135 1.759  -0.189
C6 0.413 -4.756 0.827  -0.085
C7 0.346 -3.523 0.212  -0.346
Se1 1.682 -3.084 -1.155  1.222
C8 3.180 -2.502 -0.047  -0.359
C9 4.142 -3.431 0.296  -0.080
C10 5.232 -3.054 1.059  -0.187
C11 5.277 -1.721 1.466  0.002
C12 4.349 -0.754 1.123  -0.078
C13 3.241 -1.129 0.312  -0.349
O1 2.335 -0.304 -0.098  -0.191
C14 4.577 0.657 1.669  -0.518
C15 4.417 0.614 3.199  -0.039
C16 5.995 1.145 1.322  -0.048
C17 3.609 1.704 1.118  -0.056
C18 6.362 -3.998 1.451  -0.558
C19 7.698 -3.439 0.939  -0.050
C20 6.409 -4.127 2.980  -0.048
C21 6.185 -5.401 0.861  -0.069
C22 -0.681 -2.582 0.475  -0.363
O2 -0.698 -1.428 -0.107  -0.169
C23 -1.681 -2.996 1.403  -0.086
C24 -1.573 -4.233 2.011  0.023
C25 -2.835 -2.053 1.724  -0.525
C26 -3.888 -2.661 2.659  -0.068
C27 -3.545 -1.647 0.426  -0.037
C28 -2.253 -0.810 2.406  -0.031
H1 0.972 -7.643 3.588  0.078
H2 1.010 -5.900 3.875  0.089
H3 1.712 -6.565 2.404  0.069
H4 -0.570 -8.577 1.745  0.078
H5 0.190 -7.483 0.583  0.074
H6 -1.556 -7.454 0.797  0.088
H7 -1.455 -7.716 3.904  0.079
H8 -2.547 -6.666 3.008  0.081
H9 -1.483 -5.988 4.250  0.086
H10 1.232 -5.408 0.557  0.097
H11 4.004 -4.443 -0.057  0.090
H12 6.105 -1.425 2.091  0.097
H13 5.138 -0.062 3.652  0.073
H14 3.418 0.271 3.460  0.087
H15 4.565 1.607 3.622  0.081
H16 6.769 0.521 1.762  0.067
H17 6.127 2.159 1.696  0.079
H18 6.131 1.154 0.243  0.087
H19 2.583 1.457 1.356  0.053
H20 3.696 1.781 0.037  0.076
H21 3.840 2.677 1.554  0.087
H22 7.928 -2.479 1.392  0.072
H23 7.659 -3.301 -0.139  0.088
H24 8.509 -4.129 1.172  0.078
H25 6.571 -3.161 3.450  0.074
H26 7.212 -4.796 3.289  0.079
H27 5.465 -4.527 3.346  0.087
H28 6.150 -5.363 -0.226  0.084
H29 5.272 -5.863 1.229  0.079
H30 7.027 -6.031 1.154  0.080
H31 -2.335 -4.517 2.715  0.083
H32 -4.302 -3.581 2.250  0.081
H33 -4.706 -1.950 2.777  0.081
H34 -3.474 -2.863 3.645  0.080
H35 -4.001 -2.515 -0.046  0.089
H36 -2.830 -1.211 -0.264  0.070
H37 -4.323 -0.914 0.633  0.075
H38 -1.667 -1.098 3.277  0.092
H39 -3.045 -0.134 2.727  0.087
H40 -1.609 -0.286 1.709  0.050
O3 2.112 0.739 -2.942  -0.381
S1 1.169 1.524 -2.172  1.040
C29 -0.925 1.797 0.103  0.057
C30 -0.775 2.408 1.280  -0.222
C31 0.214 1.892 2.207  -0.067
C32 0.668 2.614 3.242  -0.088
C33 0.152 3.936 3.481  -0.108
C34 -0.894 4.398 2.791  -0.064
C35 -1.614 3.573 1.766  -0.223
C36 1.546 3.287 -2.726  -0.169
C37 2.955 3.592 -2.414  -0.285
C38 3.965 3.236 -3.307  -0.043
C39 5.289 3.494 -3.014  -0.081
C40 5.637 4.109 -1.824  -0.087
C41 4.644 4.454 -0.922  -0.086
C42 3.317 4.193 -1.211  -0.041
H41 -0.366 0.899 -0.114  0.011
H42 -1.597 2.141 -0.657  0.054
H43 0.614 0.913 1.983  0.106
H44 1.441 2.233 3.893  0.092
H45 0.634 4.543 4.233  0.090
H46 -1.293 5.385 2.985  0.107
H47 -2.838 5.224 1.223  0.121
H48 0.828 3.908 -2.199  0.078
H49 1.349 3.274 -3.792  0.112
H50 3.707 2.746 -4.233  0.114
H51 6.058 3.208 -3.719  0.101
H52 6.674 4.314 -1.603  0.100
H53 4.908 4.922 0.015  0.106
H54 2.544 4.458 -0.504  0.124
O4 -0.299 1.648 -3.104  -0.189
C43 -0.902 0.487 -3.413  -0.454
O5 -0.367 -0.605 -3.199  0.015
C44 -2.283 0.555 -4.020  -0.143
C45 -2.889 1.935 -4.253  -0.231
Ge1 -4.128 2.661 -2.827  1.078
C46 -5.267 1.278 -1.945  -0.252
C47 -5.410 -0.031 -2.386  -0.123
C48 -6.237 -0.924 -1.726  -0.107
C49 -6.960 -0.515 -0.620  -0.108
C50 -6.866 0.799 -0.195  -0.091
C51 -6.027 1.680 -0.851  -0.114
C52 -3.106 3.849 -1.613  -0.363
C53 -3.139 3.728 -0.259  -0.152
C54 -2.226 4.488 0.656  -0.301
C55 -1.175 5.227 -0.107  -0.112
C56 -1.215 5.356 -1.454  -0.198
C57 -2.193 4.722 -2.234  -0.234
C58 -5.493 3.731 -3.814  -0.262
C59 -6.405 3.083 -4.638  -0.125
C60 -7.410 3.781 -5.283  -0.107
C61 -7.519 5.151 -5.108  -0.112
C62 -6.617 5.812 -4.291  -0.098
C63 -5.615 5.104 -3.650  -0.100
H55 -2.909 -0.045 -3.360  0.095
H56 -2.220 0.009 -4.969  0.133
H57 -3.460 1.916 -5.184  0.063
H58 -2.089 2.662 -4.392  0.058
H59 -4.881 -0.369 -3.265  0.086
H60 -6.315 -1.945 -2.073  0.101
H61 -7.599 -1.213 -0.098  0.099
H62 -7.448 1.135 0.653  0.100
H63 -5.964 2.708 -0.521  0.098
H64 -3.799 3.016 0.217  0.078
H65 -2.481 3.120 2.280  0.159
H66 -0.389 5.682 0.481  0.079
H67 -0.459 5.948 -1.956  0.088
H68 -2.213 4.850 -3.307  0.059
H69 -6.328 2.011 -4.768  0.093
H70 -8.112 3.259 -5.919  0.094
H71 -8.308 5.700 -5.604  0.093
H72 -6.699 6.882 -4.153  0.097
H73 -4.914 5.618 -3.006  0.093

***

Record 5
ORCA calculation (ωB97M-V with the def2-TZVPD basis set) on 2 unconnected molecules or ions with the total composition C5H12BrIOSi.

Values from the calculation:
- total charge = 0
- ΔE to the lowest compared entry with this formula, charge and spin (eV) = 3.0711
- gap between HOMO and LUMO (spin up / spin down) (eV) = 6.05 / 8.68
- DFT total energy (Ha) = -3434.1011

Each line ends with the Löwdin charge.
CARTESIAN COORDINATES (ANGSTROEM)
C1 1.713 0.468 0.325  -0.168
C2 -1.570 0.436 2.431  -0.188
C3 2.183 -0.524 -0.594  -0.322
C4 0.998 -0.961 -1.413  -0.298
C5 0.616 0.091 -2.373  0.050
O1 -2.470 0.883 1.526  -0.413
Si1 -2.742 0.460 0.005  -0.161
Br1 -4.822 1.295 -0.527  0.201
I1 -2.877 -2.012 -0.253  0.384
H1 2.519 1.083 0.690  0.083
H2 0.958 1.125 -0.027  0.064
H3 1.257 -0.003 1.186  0.065
H4 -1.331 1.254 3.064  0.090
H5 -0.649 0.122 1.988  0.048
H6 -1.908 -0.388 3.005  0.084
H7 2.675 -1.413 -0.144  0.119
H8 3.095 -0.021 -1.102  0.140
H9 1.050 -1.970 -1.872  0.117
H10 0.130 -0.972 -0.651  0.068
H11 -0.004 0.063 -3.107  -0.020
H12 1.181 0.984 -2.156  0.057

***

Record 6
ORCA calculation (ωB97M-V with the def2-TZVPD basis set) on 2 unconnected molecules or ions with the total composition C5H5FO2.

Values from the calculation:
- total charge = 0
- ΔE to the lowest compared entry with this formula, charge and spin (eV) = 3.6491
- gap between HOMO and LUMO (spin up / spin down) (eV) = 7.40 / 7.22
- DFT total energy (Ha) = -443.7201

Each line ends with the Löwdin charge.
CARTESIAN COORDINATES (ANGSTROEM)
C1 0.337 -0.689 -0.092  -0.131
C2 -0.956 -0.408 -0.146  -0.100
C3 1.081 -0.844 -1.266  -0.105
C4 1.839 1.523 -0.567  -0.358
C5 -1.680 -0.294 1.108  -0.071
O1 1.513 -1.367 -2.216  0.214
O2 1.183 2.113 0.273  0.021
F1 2.905 1.911 -1.204  0.072
H1 0.933 -0.738 0.795  0.136
H2 -1.338 -0.319 -1.066  0.090
H3 -1.913 -1.260 1.496  0.083
H4 -2.636 0.131 0.970  0.068
H5 -1.269 0.242 1.916  0.080

***

Q: Which of these has the lowest total charge?
A: C63H73FeGeO5SSe

***

Q: Which of these has the lowest DFT total energy?
A: C63H73FeGeO5SSe

***

Please write out number 6 again, unchanged.
ORCA calculation (ωB97M-V with the def2-TZVPD basis set) on 2 unconnected molecules or ions with the total composition C5H5FO2.

Values from the calculation:
- total charge = 0
- ΔE to the lowest compared entry with this formula, charge and spin (eV) = 3.6491
- gap between HOMO and LUMO (spin up / spin down) (eV) = 7.40 / 7.22
- DFT total energy (Ha) = -443.7201

Each line ends with the Löwdin charge.
CARTESIAN COORDINATES (ANGSTROEM)
C1 0.337 -0.689 -0.092  -0.131
C2 -0.956 -0.408 -0.146  -0.100
C3 1.081 -0.844 -1.266  -0.105
C4 1.839 1.523 -0.567  -0.358
C5 -1.680 -0.294 1.108  -0.071
O1 1.513 -1.367 -2.216  0.214
O2 1.183 2.113 0.273  0.021
F1 2.905 1.911 -1.204  0.072
H1 0.933 -0.738 0.795  0.136
H2 -1.338 -0.319 -1.066  0.090
H3 -1.913 -1.260 1.496  0.083
H4 -2.636 0.131 0.970  0.068
H5 -1.269 0.242 1.916  0.080